Here is a 2-piece molecular cluster, C25H32O6 overall from the Open Molecules 2025 dataset. Energies are from ωB97M-V/def2-TZVPD.

The calculation puts the highest occupied orbital energy at -7.01 eV. As for the charge: 0. For the orbital gap, the calculation gives 6.0 eV. The calculation puts the energy above the lowest of the compared OMol25 structures with the same formula, charge and spin at 3.026 eV. As for the max |F|: 2.132 eV Å⁻¹.

Bonds (Å) are listed after each position.
Element x y z (Å)
1 O 1.565 -1.009 -0.579  C12 1.362, C27 1.454
2 O 0.591 2.028 -3.098  C15 1.447, C21 1.347
3 O 1.612 -1.490 5.721  C7 1.356, C20 1.444
4 O 0.395 3.462 -1.374  C21 1.235
5 O -4.703 -1.320 -1.932  C18 1.356, C30 1.443
6 O 0.310 -0.437 -2.380  C12 1.224
7 C 1.127 -1.038 4.538  O3 1.356, C8 1.422, C14 1.414
8 C 1.086 0.375 4.379  C7 1.422, C24 1.373, H48 1.084
9 C -3.107 0.415 -1.582  C18 1.423, C19 1.369, H43 1.089
10 C -2.387 -0.736 0.847  C11 1.425, C17 1.379, H47 1.088
11 C -1.551 0.279 0.298  C10 1.425, C19 1.429, C23 1.429
12 C 0.978 -0.103 -1.410  O1 1.362, O6 1.224, C28 1.474
13 C 2.487 1.588 -0.202  C26 1.547, C28 1.512, C31 1.539, H33 1.101
14 C 0.661 -1.861 3.486  C7 1.414, C16 1.382, H36 1.096
15 C 0.234 3.130 -3.964  O2 1.447, C25 1.501, H37 1.101, H53 1.098
16 C 0.177 -1.277 2.331  C14 1.382, C22 1.424, H44 1.090
17 C -3.491 -1.223 0.179  C10 1.379, C18 1.410, H32 1.089
18 C -3.802 -0.732 -1.106  O5 1.356, C9 1.423, C17 1.410
19 C -2.019 0.895 -0.903  C9 1.369, C11 1.429, H49 1.094
20 C 1.734 -2.906 5.978  O3 1.444, H34 1.099, H52 1.093, H60 1.099
21 C 0.706 2.344 -1.793  O2 1.347, O4 1.235, C28 1.483
22 C 0.138 0.134 2.142  C16 1.424, C23 1.445, C24 1.421
23 C -0.361 0.750 0.934  C11 1.429, C22 1.445, H56 1.104
24 C 0.611 0.933 3.219  C8 1.373, C22 1.421, H50 1.091
25 C -0.035 2.479 -5.289  C15 1.501, H40 1.092, H41 1.094, H54 1.095
26 C 3.600 1.876 -1.237  C13 1.547, H45 1.099, H46 1.101, H59 1.102
27 C 1.465 -2.412 -0.946  O1 1.454, C29 1.504, H35 1.096, H55 1.096
28 C 1.184 1.263 -0.898  C12 1.474, C13 1.512, C21 1.483
29 C 0.058 -2.939 -1.029  C27 1.504, H39 1.094, H42 1.093, H63 1.092
30 C -5.480 -2.419 -1.411  O5 1.443, H38 1.089, H58 1.101, H62 1.100
31 C 2.353 2.794 0.746  C13 1.539, H51 1.100, H57 1.102, H61 1.100
32 H -4.108 -2.001 0.627  C17 1.089
33 H 2.715 0.676 0.372  C13 1.101
34 H 0.751 -3.397 5.980  C20 1.099
35 H 1.963 -2.559 -1.911  C27 1.096
36 H 0.666 -2.952 3.594  C14 1.096
37 H 1.063 3.852 -4.037  C15 1.101
38 H -6.224 -2.614 -2.182  C30 1.089
39 H -0.562 -2.634 -0.181  C29 1.094
40 H -0.228 3.226 -6.061  C25 1.092
41 H -0.912 1.830 -5.208  C25 1.094
42 H 0.065 -4.032 -1.075  C29 1.093
43 H -3.428 0.879 -2.514  C9 1.089
44 H -0.217 -1.931 1.553  C16 1.090
45 H 3.556 1.142 -2.055  C26 1.099
46 H 4.588 1.806 -0.757  C26 1.101
47 H -2.194 -1.119 1.847  C10 1.088
48 H 1.431 0.985 5.207  C8 1.084
49 H -1.516 1.808 -1.235  C19 1.094
50 H 0.521 2.018 3.142  C24 1.091
51 H 3.354 3.186 0.976  C31 1.100
52 H 2.170 -2.950 6.979  C20 1.093
53 H -0.656 3.641 -3.574  C15 1.098
54 H 0.807 1.853 -5.603  C25 1.095
55 H 2.042 -2.927 -0.170  C27 1.096
56 H -0.076 1.799 0.741  C23 1.104
57 H 1.752 3.581 0.264  C31 1.102
58 H -4.854 -3.312 -1.263  C30 1.101
59 H 3.487 2.889 -1.656  C26 1.102
60 H 2.402 -3.387 5.250  C20 1.099
61 H 1.889 2.505 1.701  C31 1.100
62 H -5.986 -2.145 -0.473  C30 1.100
63 H -0.398 -2.561 -1.947  C29 1.092